#i
The following is a quantum chemistry calculation of a 2-piece molecular cluster, C3H9NO4 overall, from OMol25.

Summary:
molecular weight: 123.11 g mol⁻¹
HOMO-LUMO gap: 5.34 eV

Geometry as XYZ:
```
17
Properties=species:S:1:pos:R:3:mulliken_charge:R:1
O 2.028 1.112 0.782 -0.47
C 1.559 0.780 -0.296 0.20
O 2.408 -0.043 -1.083 -0.47
C 0.220 -0.178 0.002 0.39
C -0.692 0.462 1.033 -0.79
O -1.658 -0.386 1.431 -0.54
N -0.343 -0.688 -1.095 -0.28
H 1.281 1.595 -0.979 0.35
H 0.721 -1.038 0.476 0.17
H -0.055 0.703 1.912 0.41
H -1.074 1.420 0.632 0.32
H -2.182 -0.639 0.491 0.44
H 3.136 -0.133 -0.462 0.33
H 0.324 -1.259 -1.567 0.26
H -1.391 -0.930 -1.100 0.38
H -3.793 -0.883 -0.616 0.23
O -2.857 -0.729 -0.669 -0.94
```

***

#ii
The following is a quantum chemistry calculation of a 2-piece molecular cluster, C3H9NO4 overall, from OMol25.

Summary:
molecular weight: 123.11 g mol⁻¹
HOMO-LUMO gap: 10.54 eV
SMILES: O=C(O)NCCO.O

Geometry as XYZ:
```
17
Properties=species:S:1:pos:R:3:mulliken_charge:R:1
C -0.685 0.578 -0.984 -0.78
C -1.284 1.318 0.206 -0.23
O -1.934 2.482 -0.315 -0.51
N 0.286 -0.423 -0.618 -0.11
C 0.049 -1.485 0.216 0.58
O -1.203 -1.949 0.222 -0.45
O 0.892 -1.944 0.940 -0.58
H -1.454 0.191 -1.684 0.25
H -0.159 1.275 -1.643 0.36
H -2.001 0.752 0.798 0.24
H -0.511 1.640 0.931 0.33
H -1.615 3.241 0.142 0.31
H 1.240 -0.271 -0.887 0.24
H -1.763 -1.698 -0.508 0.33
H 3.678 -1.550 0.405 0.30
H 2.819 -1.200 1.618 0.36
O 3.644 -0.958 1.161 -0.63
```

***

#iii
The following is a quantum chemistry calculation of a 3-piece molecular cluster, C3H9NO4 overall, from OMol25.

Summary:
molecular weight: 123.11 g mol⁻¹
HOMO-LUMO gap: 10.56 eV
SMILES: CC(=O)NC=O.O.O

Geometry as XYZ:
```
17
Properties=species:S:1:pos:R:3:mulliken_charge:R:1
O -0.795 2.116 -1.280 -0.59
C -0.095 1.139 -1.081 0.60
N -0.243 0.088 -1.977 -0.13
C 0.123 -1.230 -1.650 0.02
O -0.290 -2.114 -2.355 -0.52
C 0.678 0.978 0.188 -0.99
H -0.940 0.102 -2.720 0.27
H 0.674 -1.310 -0.694 0.37
H 0.046 0.400 0.857 0.21
H 1.649 0.496 0.049 0.44
H 0.835 1.928 0.718 0.31
H 2.572 0.126 1.918 0.34
H 1.429 -0.831 2.347 0.33
O 2.232 -0.766 1.809 -0.64
H -3.064 -0.904 0.955 0.32
H -2.349 0.337 1.283 0.32
O -2.462 -0.557 1.632 -0.65
```

***

Which structure is the most stable? The one labeled #ii.

***

#i
The following is a quantum chemistry calculation of C10H20N2O3S as an isolated structure, from OMol25.

Summary:
molecular weight: 248.35 g mol⁻¹
HOMO-LUMO gap: 9.57 eV

Geometry as XYZ:
```
36
Properties=species:S:1:pos:R:3:mulliken_charge:R:1
N 1.741 0.832 3.665 -0.27
C 0.652 1.410 3.786 0.03
O 0.486 2.525 3.713 -0.54
C -0.477 0.519 4.253 -0.69
C -1.170 0.297 3.066 -0.57
H -1.757 1.306 2.699 0.31
H -2.274 -0.162 3.381 0.37
S -0.394 -0.671 1.812 1.35
O -1.378 -1.392 1.073 -0.73
O 0.638 -1.318 2.334 -0.73
C 0.116 0.635 0.844 -0.34
H 0.304 1.526 1.518 0.44
H 1.474 0.481 0.476 0.23
C -0.642 0.918 -0.527 -1.34
N -0.019 -0.039 -1.512 0.33
C 0.703 0.735 -2.465 -0.82
C 1.495 -0.342 -3.416 -1.39
C 0.330 -1.211 -4.029 -0.46
C -0.634 -2.001 -3.068 -0.79
C -1.314 -0.667 -2.151 -0.93
H -1.755 -1.170 -1.324 0.54
H -1.988 -0.007 -2.714 0.27
H -0.192 -2.574 -2.303 0.31
H -1.580 -2.324 -3.424 0.45
H 0.880 -2.408 -4.535 0.25
H -0.199 -0.722 -4.825 0.28
H 2.129 -1.001 -2.726 0.26
H 2.023 -0.184 -4.072 0.94
H 1.487 1.294 -1.921 0.53
H 0.215 1.382 -3.232 0.32
H -1.644 0.676 -0.262 0.59
H -0.340 1.951 -0.808 0.47
H -1.144 0.996 5.064 0.36
H -0.036 -0.340 4.685 0.35
H 2.641 1.383 3.430 0.28
H 1.621 -0.334 3.515 0.33
```

***

#ii
The following is a quantum chemistry calculation of one molecule with the formula C10H20N2O3S, from OMol25.

Summary:
molecular weight: 248.35 g mol⁻¹
HOMO-LUMO gap: 9.36 eV
SMILES: CSCC[C@H](NC(=O)[C@@H](N)C(C)C)C(=O)O

Geometry as XYZ:
```
36
Properties=species:S:1:pos:R:3:mulliken_charge:R:1
C 1.815 -0.971 1.879 -0.04
C 1.882 0.271 1.003 -0.18
C 0.505 -0.746 2.676 0.60
C 0.251 -2.037 3.558 -1.31
C 0.771 0.561 3.486 -1.05
C 0.077 -0.551 -0.800 0.36
C 0.302 -1.298 -2.192 0.30
C -1.303 0.312 -0.676 -0.66
C -1.351 1.472 -1.566 -0.95
C -4.103 1.148 -2.531 -0.76
H 3.601 -1.388 1.631 0.40
H 3.462 -0.508 3.204 0.35
H 1.551 -1.851 1.169 0.48
H -0.427 -0.819 2.024 -0.07
H 1.162 -2.445 3.966 0.38
H -0.323 -2.821 2.849 0.30
H -0.623 -1.894 4.291 0.32
H 1.686 0.653 4.179 0.27
H -0.141 1.118 4.011 0.32
H 1.011 1.413 2.733 0.26
H 1.208 1.159 -0.546 0.26
H -0.261 -1.388 -0.227 0.28
H -1.949 -0.545 -0.972 0.36
H -1.336 0.561 0.308 0.47
H -0.701 2.288 -1.343 0.37
H -1.121 1.104 -2.559 0.37
H -4.611 0.313 -1.855 0.23
H -3.506 0.817 -3.398 0.26
H -5.016 1.771 -2.958 0.31
H 1.883 -0.399 -1.989 0.52
N 2.991 -1.337 2.581 -0.63
N 1.295 0.163 -0.307 -0.41
O 2.661 1.107 1.178 -0.49
O -0.588 -1.988 -2.661 -0.59
O 1.507 -1.103 -2.672 -0.54
S -2.954 2.373 -1.639 -0.08
```

***

#iii
The following is a quantum chemistry calculation of a 2-piece molecular cluster, C10H20N2O3S overall, from OMol25.

Summary:
molecular weight: 248.35 g mol⁻¹
HOMO-LUMO gap: 9.36 eV

Geometry as XYZ:
```
36
Properties=species:S:1:pos:R:3:mulliken_charge:R:1
C -1.023 -1.809 0.983 0.50
C -0.010 -1.363 -0.130 0.09
C -2.238 -0.844 1.150 -0.85
C -2.758 -0.253 -0.262 -0.55
C -4.662 0.547 -1.883 -0.63
C 1.928 0.181 -0.580 -0.42
C 2.981 -0.972 -0.901 0.55
C 2.520 1.196 0.309 0.81
C 1.627 2.257 1.022 -1.81
C 3.404 2.125 -0.511 -1.28
H -1.086 -1.369 2.894 0.23
H 0.115 -2.658 2.549 0.24
H -1.461 -2.779 0.627 0.35
H -2.046 -0.011 2.086 0.32
H -3.175 -1.719 1.528 0.22
H -1.842 0.305 -0.785 0.29
H -2.967 -1.227 -1.109 0.19
H -5.878 0.704 -2.132 0.30
H -4.153 -0.676 -2.464 0.18
H -3.836 1.312 -2.348 0.24
H 0.835 -0.575 1.314 0.57
H 1.280 0.657 -1.407 0.33
H 3.121 0.538 1.112 0.28
H 2.268 2.965 1.597 0.43
H 1.051 1.870 1.743 0.47
H 0.930 2.969 0.512 0.33
H 4.430 1.567 -0.733 0.28
H 3.437 3.114 0.201 0.34
H 2.956 2.352 -1.496 0.34
H 1.594 -1.942 -1.929 0.39
N -0.322 -1.678 2.261 -0.74
N 0.991 -0.563 0.298 -0.07
O -0.178 -1.715 -1.332 -0.81
O 4.156 -1.010 -0.506 -0.55
O 2.504 -2.133 -1.533 -0.52
S -4.491 0.638 -0.146 -0.04
```

***

Which structure is the most stable? The one labeled #ii.

***

#i
The following is a quantum chemistry calculation of a 4-piece molecular cluster, C2H11NO3 overall, from OMol25.

Summary:
molecular weight: 97.11 g mol⁻¹
HOMO-LUMO gap: 10.22 eV
SMILES: C=CN.O.O.O

Geometry as XYZ:
```
17
Properties=species:S:1:pos:R:3:mulliken_charge:R:1
C 1.175 -0.720 -3.400 -0.58
C 1.083 0.454 -2.797 -0.14
N 0.935 0.536 -1.375 -0.49
H 1.059 -1.597 -2.777 0.25
H 1.265 -0.814 -4.469 0.25
H 1.076 1.388 -3.359 0.30
H 1.815 0.833 -0.974 0.22
H 0.214 1.180 -1.082 0.22
H -0.797 -2.785 -1.211 0.30
H -1.277 -1.446 -1.032 0.30
O -0.716 -2.077 -0.554 -0.66
H -0.660 0.465 2.045 0.31
H -1.230 -0.644 1.131 0.35
O -1.422 -0.102 1.908 -0.64
H -1.024 1.235 5.450 0.32
H -1.052 2.353 6.466 0.32
O -0.444 1.742 6.032 -0.64
```

***

#ii
The following is a quantum chemistry calculation of a 4-piece molecular cluster, C2H11NO3 overall, from OMol25.

Summary:
molecular weight: 97.11 g mol⁻¹
HOMO-LUMO gap: 8.20 eV
SMILES: C=CN.O.O.O

Geometry as XYZ:
```
17
Properties=species:S:1:pos:R:3:mulliken_charge:R:1
C -0.870 0.182 1.718 -0.83
C -1.831 -0.417 1.004 0.08
N -2.133 -0.063 -0.289 -0.34
H -0.155 0.715 1.096 0.25
H -0.710 -0.061 2.761 0.25
H -2.402 -1.297 1.276 0.34
H -1.597 0.634 -0.785 0.14
H -2.746 -0.590 -0.881 0.18
H 2.448 -1.981 -0.915 0.33
H 1.366 -2.557 0.139 0.33
O 2.097 -1.955 -0.022 -0.72
H 1.550 -0.201 0.031 0.39
H 2.438 1.017 0.488 0.30
O 1.793 0.726 -0.160 -0.75
H 0.722 1.475 -1.387 0.41
H 0.071 2.656 -2.125 0.32
O -0.043 1.716 -1.949 -0.68
```

***

Which structure is the most stable? The one labeled #ii.

***

#i
The following is a quantum chemistry calculation of one molecule with the formula C4H10SSi, from OMol25.

Summary:
molecular weight: 118.28 g mol⁻¹
HOMO-LUMO gap: 8.68 eV
SMILES: CCCC[SiH]=S

Geometry as XYZ:
```
16
Properties=species:S:1:pos:R:3:mulliken_charge:R:1
C 0.112 0.777 -0.467 -0.56
C -0.826 0.028 0.530 -0.28
C 0.360 -0.146 -1.666 -0.79
C -1.014 0.902 1.767 -1.17
Si 1.569 -1.560 -0.952 0.39
S 1.414 -3.506 -0.990 -0.36
H -0.382 1.764 -0.702 0.39
H 1.045 0.955 0.103 0.23
H -1.700 -0.426 -0.005 0.36
H -0.225 -0.947 0.833 0.16
H -0.632 -0.662 -1.978 0.29
H 0.753 0.400 -2.511 0.43
H 0.005 0.950 2.091 0.31
H -1.611 0.351 2.558 0.32
H 2.409 -0.704 0.044 -0.06
H -1.278 1.824 1.345 0.35
```

***

#ii
The following is a quantum chemistry calculation of one molecule with the formula C4H10SSi, from OMol25.

Summary:
molecular weight: 118.28 g mol⁻¹
HOMO-LUMO gap: 7.87 eV
SMILES: C[Si](C)(C)C=S

Geometry as XYZ:
```
16
Properties=species:S:1:pos:R:3:mulliken_charge:R:1
C 1.689 0.659 -0.498 -0.20
C -1.278 1.543 -0.369 -1.00
C -0.222 -1.597 -1.111 -1.04
C -0.012 -0.435 1.713 -0.94
Si -0.093 0.082 -0.188 0.52
S 2.845 0.308 0.587 -0.24
H 2.010 1.185 -1.459 0.28
H -2.358 1.519 -0.107 0.34
H -0.914 2.254 0.470 0.27
H -1.097 2.122 -1.314 0.30
H -0.964 -2.370 -0.674 0.29
H -0.439 -1.739 -2.166 0.36
H 0.784 -1.943 -0.935 0.27
H -0.699 0.266 2.268 0.24
H -0.360 -1.522 1.788 0.24
H 1.108 -0.332 1.994 0.30
```

***

#iii
The following is a quantum chemistry calculation of one molecule with the formula C4H10SSi, from OMol25.

Summary:
molecular weight: 118.28 g mol⁻¹
HOMO-LUMO gap: 9.61 eV
SMILES: C[Si@@H]1CCCS1

Geometry as XYZ:
```
16
Properties=species:S:1:pos:R:3:mulliken_charge:R:1
C -1.000 1.103 0.423 -0.63
C 0.159 1.068 -0.619 -0.64
C -2.030 -0.036 0.024 -0.52
C 1.984 -1.200 0.635 -1.10
Si 0.732 -0.764 -0.701 0.41
S -1.114 -1.644 0.035 -0.25
H -0.740 1.220 1.491 0.30
H -1.612 1.997 0.147 0.30
H -0.235 1.486 -1.628 0.32
H 1.052 1.581 -0.280 0.33
H -2.920 -0.112 0.691 0.34
H -2.433 0.404 -0.960 0.28
H 1.707 -0.864 1.565 0.37
H 2.178 -2.287 0.678 0.28
H 2.844 -0.641 0.447 0.37
H 1.429 -1.313 -1.946 -0.17
```

***

Which structure is the most stable? The one labeled #iii.

***

#i
The following is a quantum chemistry calculation of a 2-piece molecular cluster, C11H12NO2 overall, from OMol25.

Summary:
net charge: -1
molecular weight: 190.22 g mol⁻¹
HOMO-LUMO gap: 7.95 eV

Geometry as XYZ:
```
26
Properties=species:S:1:pos:R:3:mulliken_charge:R:1
C -1.045 -2.626 1.550 -1.37
C -0.856 -0.445 0.190 -0.59
C 1.319 -0.125 0.116 -0.45
C -0.320 -1.505 0.858 0.45
C 1.096 -1.308 0.851 0.86
C 2.604 0.326 -0.172 -0.53
C 3.671 -0.394 0.317 -0.51
C 2.194 -2.094 1.230 -0.49
C 3.459 -1.624 0.983 -0.48
N 0.120 0.395 -0.247 0.18
H -0.220 1.283 -0.635 0.16
H -1.897 -0.216 0.031 0.39
H 2.731 1.300 -0.630 0.37
H -2.050 -2.288 1.813 0.38
H -0.585 -2.898 2.497 0.37
H 4.710 -0.161 0.111 0.34
H 1.976 -3.051 1.690 0.35
H 4.375 -2.095 1.316 0.34
H -1.171 -3.486 0.884 0.24
C -3.371 3.310 -2.129 -0.97
C -2.226 2.622 -1.367 0.75
O -1.811 1.555 -1.889 -0.81
O -1.749 3.202 -0.373 -0.74
H -4.241 2.670 -1.995 0.22
H -3.113 3.323 -3.187 0.26
H -3.599 4.332 -1.811 0.27
```

***

#ii
The following is a quantum chemistry calculation of a 2-piece molecular cluster, C11H12NO2 overall, from OMol25.

Summary:
net charge: -1
molecular weight: 190.22 g mol⁻¹
HOMO-LUMO gap: 7.17 eV

Geometry as XYZ:
```
26
Properties=species:S:1:pos:R:3:mulliken_charge:R:1
C -0.090 3.388 -2.597 -1.33
C -0.051 0.394 -0.347 -0.42
C -0.036 1.794 -0.444 0.72
C 0.128 2.105 -1.845 0.56
C 0.267 0.907 -2.482 -0.73
C -0.199 -0.284 0.856 -0.33
C -0.499 0.469 1.972 -0.51
C -0.510 1.874 1.886 -0.48
C -0.294 2.557 0.704 -0.49
N 0.206 -0.130 -1.583 -0.01
H -0.074 -1.355 0.845 0.33
H -0.725 0.014 2.924 0.42
H 0.364 -1.105 -1.797 0.22
H -0.668 2.416 2.808 0.34
H 0.416 0.746 -3.538 0.39
H -0.313 3.637 0.718 0.34
H 0.722 3.582 -3.299 0.32
H -0.215 4.269 -1.976 0.32
H -0.998 3.286 -3.194 0.28
C 0.871 -4.025 1.903 -0.89
C -0.301 -4.177 0.905 0.65
O -1.399 -4.512 1.391 -0.74
O -0.048 -3.865 -0.288 -0.74
H 0.639 -3.291 2.675 0.18
H 1.789 -3.701 1.409 0.27
H 1.017 -4.992 2.394 0.32
```

***

Which structure is the most stable? The one labeled #i.